Below is the ion C6H11N2O with charge +1, with properties calculated with wB97M-V/def2-TZVPD.

LUMO (spin up / spin down) = -5.403 / -6.365 eV
Total energy = -11415.1530 eV
Kohn-Sham gap (spin up / spin down) = 6.61 / 8.36 eV
Relative energy (zero: lowest compared OMol25 entry of this formula, charge and spin) = 61.1 kcal per mole
HOMO energy (spin up / spin down) = -0.4416 / -0.5413 Ha

ORCA input file:
```
! RIJCOSX wB97M-V def2-TZVPD def2/J DEFGRID3
* xyz 1 3
C 0.222 0.534 -0.203
C 0.469 0.901 -1.504
C 1.850 -1.352 -0.167
C 0.481 2.428 -1.791
C -1.192 -1.298 1.688
C 0.335 -0.924 1.696
N 0.698 -0.569 0.333
N 0.437 -0.082 -2.326
O 1.619 -2.577 -0.558
H -0.446 1.266 0.399
H 1.197 2.829 -1.118
H 0.686 2.551 -2.873
H -0.491 2.955 -1.447
H -1.734 -0.375 2.024
H -1.343 -2.244 2.198
H -1.359 -1.420 0.576
H 0.930 -1.709 2.129
H 0.497 -0.122 2.385
H 0.415 0.197 -3.355
H 2.443 -2.921 -0.865
*
```